No. 1
This record from the Open Molecules 2025 dataset describes C25H20Br2N4O7SV as an isolated structure. The level of theory is ωB97M-V/def2-TZVPD.

Results
- Kohn-Sham gap (alpha / beta) (Ha) = 0.248 / 0.267
- charge = 0
- spin multiplicity = 2
- <S²> = 0.76

Last column: natural (NBO) charge in e.
Atoms and positions in Å:
V  1.2537  0.5790  1.1780  1.5052
O  4.3293  -2.4513  1.7619  -0.6542
C  3.5262  -3.4851  1.4684  0.3702
C  4.1435  -4.7334  1.3479  -0.2757
C  3.4069  -5.8555  1.0448  -0.1590
C  2.0272  -5.7699  0.8495  -0.2680
C  1.4099  -4.5472  0.9725  -0.1414
C  2.1361  -3.3903  1.2879  -0.1812
C  1.4149  -2.1232  1.4186  0.5817
O  2.0876  -1.0312  1.7571  -0.6769
N  0.1271  -2.0653  1.2242  -0.3792
N  -0.2610  -0.7622  1.4171  -0.2650
C  -1.4568  -0.5196  1.8035  0.1757
C  -1.8344  0.7759  2.3150  -0.1910
C  -3.1790  1.0847  2.5586  -0.1470
C  -3.5344  2.2741  3.1525  -0.2338
C  -2.5389  3.1739  3.5432  -0.1676
C  -1.2066  2.8846  3.3401  -0.2400
C  -0.8443  1.6894  2.7202  0.3430
O  0.4509  1.4081  2.5288  -0.5702
H  3.8241  -1.6242  1.6922  0.5143
H  5.2147  -4.7797  1.4895  0.2270
H  3.9081  -6.8106  0.9516  0.2127
H  1.4507  -6.6510  0.6040  0.2139
H  0.3427  -4.4503  0.8289  0.2297
H  -2.1611  -1.3472  1.8369  0.2148
H  -3.9385  0.3666  2.2726  0.2156
H  -4.5759  2.5072  3.3256  0.2220
H  -2.8140  4.1082  4.0145  0.2221
H  -0.4232  3.5686  3.6374  0.2369
C  -0.9410  2.7105  -3.3890  -0.6321
C  -0.1657  3.1062  -2.1653  -0.0450
C  0.6014  4.2628  -2.1075  -0.1117
C  1.3241  4.5555  -0.9682  -0.2659
C  1.2802  3.6549  0.0816  0.1785
Br  2.2486  4.0607  1.6490  0.1034
N  0.5819  2.5294  0.0483  -0.5061
C  -0.1370  2.2819  -1.0579  0.0790
H  -1.3998  3.5763  -3.8661  0.2202
H  -1.7262  1.9955  -3.1418  0.2222
H  -0.2763  2.2374  -4.1147  0.2378
H  0.6361  4.9377  -2.9543  0.2213
H  1.9233  5.4494  -0.8864  0.2401
H  -0.7035  1.3612  -1.0436  0.2379
O  3.6539  -0.7759  -0.9341  -0.9293
S  2.8308  0.3878  -0.8667  2.5710
O  2.8614  1.3158  -1.9542  -0.9441
O  1.3362  -0.0324  -0.6028  -0.9065
O  2.9955  1.1061  0.4891  -0.9136
Br  -0.7161  -2.0698  -4.9071  0.0872
C  -1.8375  -1.3938  -3.5497  -0.1196
C  -3.2056  -1.3204  -3.7376  -0.1965
C  -3.9762  -0.8054  -2.7075  -0.2485
C  -3.3417  -0.3868  -1.5487  0.0340
N  -2.0239  -0.4572  -1.3721  -0.4426
C  -1.2804  -0.9581  -2.3562  0.0041
H  -3.6530  -1.6555  -4.6633  0.2342
H  -5.0504  -0.7267  -2.8044  0.2260
H  -3.9135  0.0321  -0.7271  0.1913
H  -0.2112  -1.0019  -2.1846  0.2390

***

No. 2
This record from the Open Molecules 2025 dataset describes C25H20BrN7O2SSn as an isolated structure. The level of theory is ωB97M-V/def2-TZVPD.

Results
- Kohn-Sham gap (Ha) = 0.259
- charge = 0

Last column: natural (NBO) charge in e.
Atoms and positions in Å:
Sn  0.9222  0.9518  -0.7551  1.1917
N  -1.1155  0.2646  -3.9513  -0.7693
C  -1.5440  -0.6889  -3.0962  0.6127
N  -2.3689  -1.6245  -3.5598  -0.5759
C  -2.7215  -2.5413  -2.6589  0.6008
N  -3.5017  -3.5570  -3.0780  -0.7707
N  -2.3581  -2.5460  -1.3651  -0.5677
C  -1.5444  -1.5593  -1.0259  0.4723
N  -1.0811  -0.6325  -1.8404  -0.5849
C  -1.1053  -1.4939  0.3972  0.1844
C  -1.7708  -2.2668  1.3343  -0.2089
C  -1.4055  -2.1831  2.6657  -0.1407
C  -0.3718  -1.3370  3.0198  -0.2417
C  0.2592  -0.6099  2.0254  0.0722
N  -0.0912  -0.6802  0.7411  -0.4884
H  -1.5747  0.3317  -4.8409  0.4069
H  -0.6936  1.0872  -3.5549  0.4106
H  -3.8838  -3.5191  -4.0047  0.4071
H  -3.8922  -4.1775  -2.3942  0.4066
H  -2.5723  -2.9070  0.9983  0.2481
H  -1.9225  -2.7680  3.4158  0.2220
H  -0.0522  -1.2274  4.0465  0.2287
H  1.0770  0.0619  2.2575  0.2375
C  1.6176  -2.7723  -1.0373  -0.6502
C  2.8147  -2.2295  -0.3107  0.2562
C  3.9660  -3.0345  -0.1497  -0.2619
C  5.0431  -2.5314  0.5126  -0.1438
C  5.0040  -1.2176  1.0255  -0.0152
C  6.0973  -0.6544  1.7173  -0.2363
C  5.9988  0.6175  2.2036  -0.1913
C  4.8205  1.3597  2.0197  -0.2264
C  3.7317  0.8544  1.3416  -0.1395
S  2.3097  1.8771  1.2037  -0.3365
C  3.8121  -0.4728  0.8255  0.1094
N  2.7481  -1.0044  0.1612  -0.4687
H  1.8275  -3.7507  -1.4658  0.2186
H  1.3194  -2.0926  -1.8384  0.2335
H  0.7731  -2.8698  -0.3528  0.2305
H  3.9724  -4.0402  -0.5495  0.2172
H  5.9398  -3.1250  0.6542  0.2150
H  6.9949  -1.2461  1.8561  0.2105
H  6.8304  1.0627  2.7361  0.2163
H  4.7508  2.3647  2.4172  0.2248
Br  -2.4946  7.3566  -0.5682  0.0386
C  -3.1927  5.6435  -0.1258  -0.0698
C  -4.5318  5.5282  0.2065  -0.2391
C  -5.0346  4.2751  0.5309  -0.2105
C  -4.2089  3.1618  0.5103  -0.1923
C  -2.8705  3.2919  0.1673  -0.0678
C  -2.3531  4.5450  -0.1470  -0.2408
C  -1.9893  2.0608  0.1205  0.7809
O  -2.4787  0.9720  0.4103  -0.6828
O  -0.7626  2.2975  -0.2183  -0.8557
H  -5.1682  6.4024  0.2115  0.2252
H  -6.0789  4.1775  0.7991  0.2147
H  -4.5887  2.1787  0.7566  0.2360
H  -1.3066  4.6363  -0.4000  0.2480

***

No. 3
This record from the Open Molecules 2025 dataset describes C25H20Cl3N2OReS5 as an isolated structure at a distorted geometry. The level of theory is ωB97M-V/def2-TZVPD.

Results
- Kohn-Sham gap (alpha / beta) (Ha) = 0.203 / 0.201
- charge = +1
- spin multiplicity = 4
- <S²> = 3.80

Last column: natural (NBO) charge in e.
Atoms and positions in Å:
Re  1.0282  -0.0077  3.2072  0.6446
S  -0.9107  -1.2452  7.1362  0.0992
C  -0.1570  -0.7786  5.7485  -0.5668
S  -0.5880  0.6337  4.8307  0.0675
S  1.1453  -1.6270  4.9922  0.1055
Cl  8.0975  0.4589  3.4307  0.0550
C  6.4747  0.2647  2.9273  -0.0630
C  5.4443  0.8038  3.6959  -0.2150
C  4.1480  0.5433  3.3202  -0.1689
Cl  2.7993  1.1644  4.1956  0.2561
C  3.8024  -0.2615  2.2060  0.3613
O  2.5894  -0.6016  1.9666  -0.7312
C  4.8871  -0.6692  1.3807  -0.1080
Cl  4.5149  -1.4773  -0.0831  0.0428
C  6.1934  -0.4310  1.7523  -0.2104
H  5.6529  1.4080  4.5627  0.2497
H  7.0054  -0.7955  1.1421  0.2522
S  0.3702  1.6941  1.5822  0.0585
C  -0.5534  0.8429  0.4492  0.1151
N  -1.2402  1.4828  -0.4939  -0.3030
C  -2.0238  0.7162  -1.4413  -0.2408
C  -1.2479  -0.5368  -1.8239  -0.2381
N  -0.9251  -1.2776  -0.6203  -0.2948
C  -0.9766  -2.7246  -0.7039  -0.2652
C  -2.4147  -3.1843  -0.7422  0.0179
C  -3.2243  -3.0081  0.3725  -0.2470
C  -4.5442  -3.4178  0.3419  -0.1784
C  -5.0648  -4.0041  -0.8004  -0.1923
C  -4.2657  -4.1608  -1.9193  -0.1915
C  -2.9445  -3.7475  -1.8933  -0.2422
C  -0.6245  -0.6161  0.4917  0.0987
S  -0.3713  -1.4460  1.9517  0.1489
C  -1.2349  2.9252  -0.6354  -0.2667
C  -0.5693  3.3253  -1.9296  0.0177
C  0.7882  3.0969  -2.1192  -0.2474
C  1.3879  3.4315  -3.3205  -0.1806
C  0.6363  3.9943  -4.3397  -0.1929
C  -0.7132  4.2375  -4.1491  -0.1916
C  -1.3143  3.9021  -2.9481  -0.2409
H  -2.2052  1.3355  -2.3206  0.2573
H  -2.9875  0.4389  -0.9950  0.2317
H  -0.3201  -0.2607  -2.3429  0.2333
H  -1.8480  -1.1752  -2.4763  0.2547
H  -0.4583  -3.1428  0.1606  0.2545
H  -0.4568  -3.0356  -1.6146  0.2329
H  -2.8159  -2.5509  1.2614  0.2168
H  -5.1649  -3.2831  1.2118  0.2269
H  -6.0868  -4.3436  -0.8161  0.2295
H  -4.6671  -4.6057  -2.8139  0.2281
H  -2.3266  -3.8748  -2.7706  0.2158
H  -0.7064  3.3497  0.2184  0.2522
H  -2.2688  3.2794  -0.6224  0.2329
H  1.3731  2.6606  -1.3229  0.2161
H  2.4435  3.2583  -3.4615  0.2267
H  1.1024  4.2516  -5.2783  0.2298
H  -1.3003  4.6883  -4.9334  0.2293
H  -2.3660  4.1009  -2.8024  0.2174

***

No. 4
This record from the Open Molecules 2025 dataset describes a 5-piece molecular cluster, C25H20Cl4F4 overall at a distorted geometry. The level of theory is ωB97M-V/def2-TZVPD.

Results
- SMILES string = ClC(Cl)(Cl)Cl.Fc1ccccc1.Fc1ccccc1.Fc1ccccc1.Fc1ccccc1
- Kohn-Sham gap (Ha) = 0.348
- charge = 0

Last column: natural (NBO) charge in e.
Atoms and positions in Å:
Cl  0.3460  1.8577  2.4634  0.0789
C  0.6127  0.1594  2.5230  -0.2490
Cl  -0.9156  -0.6635  2.3753  0.0649
Cl  1.6244  -0.2941  1.1765  0.0592
Cl  1.4134  -0.2865  4.0505  0.0462
F  6.3097  -3.3454  -8.0634  -0.3179
C  6.1703  -3.5549  -6.7593  0.4026
C  5.4847  -2.6145  -6.0285  -0.2902
C  5.2567  -2.8442  -4.6750  -0.1917
C  5.6498  -4.0446  -4.0835  -0.2316
C  6.4436  -4.9514  -4.8338  -0.1846
C  6.6867  -4.6922  -6.1789  -0.2928
H  5.3196  -1.6707  -6.5267  0.2284
H  4.8341  -2.0925  -4.0247  0.2175
H  5.5558  -4.2276  -3.0233  0.2162
H  6.8578  -5.8406  -4.3819  0.2172
H  7.3021  -5.3475  -6.7773  0.2269
F  -1.5426  1.1626  -3.3978  -0.3190
C  -1.3767  1.8513  -4.5227  0.4112
C  -0.0508  2.2470  -4.7703  -0.2860
C  0.2402  2.9337  -5.9638  -0.1926
C  -0.7964  3.2898  -6.8166  -0.2350
C  -2.1064  2.8760  -6.5148  -0.1882
C  -2.4188  2.1832  -5.3998  -0.2983
H  0.6952  1.9209  -4.0606  0.2249
H  1.2992  3.1162  -6.0717  0.2182
H  -0.5458  3.8351  -7.7146  0.2185
H  -2.9049  3.1641  -7.1824  0.2158
H  -3.4425  1.8741  -5.2481  0.2305
F  -8.7545  -4.7146  2.6155  -0.3278
C  -8.0382  -5.0732  1.5173  0.3934
C  -6.8899  -4.3884  1.1020  -0.2803
C  -6.1860  -4.9368  0.0228  -0.1909
C  -6.7094  -5.9674  -0.7274  -0.2350
C  -7.8801  -6.5991  -0.3629  -0.1866
C  -8.5051  -6.1742  0.8336  -0.2835
H  -6.6086  -3.4888  1.6293  0.2306
H  -5.2045  -4.5387  -0.1881  0.2169
H  -6.0798  -6.3158  -1.5328  0.2152
H  -8.2074  -7.4629  -0.9225  0.2199
H  -9.3169  -6.7745  1.2170  0.2280
F  1.7811  4.2138  8.5889  -0.3202
C  1.9443  5.4658  9.0599  0.4046
C  1.9484  5.6979  10.4558  -0.2857
C  2.1380  6.9183  11.0254  -0.2026
C  2.4319  7.9693  10.1789  -0.2231
C  2.4276  7.7604  8.7622  -0.1899
C  2.1999  6.5051  8.1949  -0.2897
H  1.8799  4.9141  11.1956  0.2258
H  2.0783  7.1026  12.0879  0.2215
H  2.6093  8.9929  10.4740  0.2154
H  2.6819  8.5529  8.0740  0.2138
H  2.2583  6.3401  7.1292  0.2301